{
  "formula": "C24H28N4O2S3V",
  "method": "ωB97M-V/def2-TZVPD",
  "s2": 2.01,
  "multiplicity": 3,
  "total_charge": 3,
  "energy_ha": -3438.57371,
  "de_lowest_kcal_mol": 0.0,
  "homo_lumo_gap_ev": [7.7, 7.6],
  "elements": ["V", "C", "C", "N", "N", "C", "N", "S", "C", "C", "C", "C", "C", "N", "H", "H", "H", "H", "H", "H", "H", "H", "H", "H", "O", "S", "C", "C", "C", "C", "S", "O", "C", "C", "C", "C", "C", "C", "C", "C", "C", "C", "C", "C", "H", "H", "H", "H", "H", "H", "H", "H", "H", "H", "H", "H", "H", "H", "H", "H", "H", "H"],
  "coordinates": [[0.163863, -0.443015, 0.773681], [1.106263, -4.729414, 1.339418], [1.063982, -3.261348, 1.096537], [0.091401, -2.472698, 1.375607], [-1.043698, -2.908869, 2.007065], [-1.762490, -1.984954, 2.671308], [-2.805199, -2.368116, 3.373522], [-1.306896, -0.322845, 2.624280], [2.237912, -2.531308, 0.555921], [3.435180, -3.141446, 0.258354], [4.509347, -2.352594, -0.155826], [4.344272, -0.986244, -0.256834], [3.107767, -0.438643, 0.053668], [2.075176, -1.187094, 0.450578], [1.642490, -4.933670, 2.270640], [1.634714, -5.235385, 0.533829], [0.119473, -5.183117, 1.401726], [-1.200920, -3.900547, 2.133770], [-3.090762, -3.333750, 3.462792], [-3.348663, -1.681563, 3.876595], [3.553032, -4.210436, 0.358263], [5.461774, -2.811889, -0.385599], [5.154892, -0.341127, -0.564732], [2.931339, 0.626556, -0.008461], [-0.804316, -1.019130, -0.742121], [-1.667667, -0.547046, -1.968479], [-1.338010, 1.213037, -2.090190], [-2.068733, 1.975208, -0.989490], [-1.627327, 3.435362, -0.863489], [-0.139257, 3.698807, -0.647064], [0.736829, 2.969498, 0.749428], [0.554920, 1.432094, 0.529337], [-0.146141, 3.450643, 2.184853], [0.605752, 4.229370, 3.063145], [0.001362, 4.719630, 4.212317], [-1.324592, 4.415964, 4.476833], [-2.062032, 3.619943, 3.601421], [-1.481121, 3.135842, 2.445177], [-0.843006, -1.185896, -3.373630], [-1.631427, -1.921097, -4.251233], [-1.046810, -2.415562, -5.410514], [0.295485, -2.181107, -5.660709], [1.076536, -1.452589, -4.762585], [0.510575, -0.944530, -3.610365], [-1.685861, 1.490868, -3.088622], [-0.254354, 1.338250, -2.063049], [-1.934131, 1.458401, -0.036161], [-3.139681, 1.957510, -1.197378], [-2.204173, 3.913260, -0.072091], [-1.887232, 3.972155, -1.779629], [0.039599, 4.768572, -0.503756], [0.474497, 3.397069, -1.499217], [1.643364, 4.455309, 2.850873], [0.569211, 5.333361, 4.897664], [-1.794015, 4.800170, 5.372553], [-3.096563, 3.393740, 3.821217], [-2.059283, 2.525212, 1.766344], [-2.679197, -2.097530, -4.042669], [-1.642081, -2.982454, -6.112730], [0.744998, -2.566344, -6.566170], [2.121741, -1.277567, -4.978006], [1.107890, -0.374908, -2.907921]],
  "atomic_forces_ev_per_a": [[0.003, 0.106, 0.035], [-0.008, 0.014, 0.016], [0.028, 0.020, -0.013], [-0.007, -0.034, 0.044], [0.035, -0.031, -0.002], [-0.043, 0.027, 0.025], [0.004, -0.016, -0.002], [0.020, 0.012, -0.001], [-0.038, -0.005, 0.015], [0.009, 0.032, 0.000], [0.007, -0.041, 0.003], [0.005, 0.026, -0.004], [-0.017, -0.008, 0.004], [0.044, -0.043, 0.011], [0.003, -0.006, -0.004], [0.000, 0.004, -0.004], [0.003, -0.005, -0.003], [-0.001, 0.001, 0.000], [0.003, -0.001, -0.001], [0.002, 0.004, -0.002], [0.004, -0.001, -0.005], [-0.002, -0.001, -0.001], [-0.002, 0.002, 0.001], [0.004, 0.001, -0.002], [0.001, 0.076, -0.117], [-0.027, -0.058, 0.042], [0.029, 0.060, -0.087], [-0.016, -0.031, 0.009], [0.036, 0.005, 0.018], [-0.014, 0.004, 0.024], [-0.050, -0.001, -0.039], [-0.013, -0.128, 0.047], [0.038, 0.018, -0.005], [-0.037, -0.015, 0.011], [0.009, 0.007, -0.001], [-0.002, -0.001, -0.001], [0.012, 0.008, 0.008], [-0.005, -0.005, -0.001], [-0.002, 0.025, 0.017], [0.049, -0.004, -0.029], [-0.026, -0.003, 0.006], [0.007, 0.002, -0.003], [-0.009, 0.001, -0.005], [-0.024, -0.016, -0.012], [-0.015, 0.015, 0.016], [0.008, -0.054, 0.011], [-0.008, 0.009, 0.003], [-0.004, 0.017, 0.005], [0.003, 0.002, 0.004], [-0.004, -0.002, -0.003], [0.008, 0.000, -0.009], [-0.004, 0.015, -0.011], [0.000, -0.001, -0.005], [-0.002, 0.001, 0.000], [0.000, 0.000, 0.000], [-0.001, -0.002, -0.006], [-0.001, -0.001, -0.005], [-0.001, -0.001, 0.007], [0.001, 0.002, 0.000], [0.004, 0.000, 0.003], [0.002, 0.002, 0.005], [0.003, -0.001, -0.006]]
}